(1)
{"formula": "C4H5ClN2", "method": "wB97M-V/def2-TZVPD", "species": ["C", "C", "C", "C", "H", "H", "H", "H", "H", "N", "N", "Cl"], "positions_angstrom": [[-0.255, 1.045, -0.172], [1.030, 1.144, 0.063], [1.571, -0.146, 0.048], [0.561, -1.021, -0.246], [-1.760, -1.538, 1.373], [-2.947, 0.446, -0.243], [-1.328, 1.498, 0.074], [1.595, 2.100, -0.161], [0.710, -2.023, -0.437], [-1.808, -0.787, -0.097], [-0.545, -0.352, -0.146], [3.176, -0.366, -0.056]], "relative_energy_kcal_mol": 208.9, "lumo_ev": -1.35, "largest_force_ev_per_a": 7.134, "multiplicity": 1, "mol_weight_da": 116.55}

---

(2)
{"formula": "C4H5ClN2O", "method": "wB97M-V/def2-TZVPD", "species": ["C", "C", "C", "C", "N", "N", "O", "Cl", "H", "H", "H", "H", "H"], "positions_angstrom": [[1.526, -0.859, -0.005], [1.074, -0.121, -1.055], [0.763, -0.770, 1.184], [-1.079, 0.267, 0.116], [-0.414, -0.233, 1.269], [-0.083, 0.573, -0.967], [-1.738, 1.758, 0.375], [-2.467, -0.843, -0.291], [2.511, -1.343, -0.034], [1.564, -0.080, -2.076], [1.165, -1.276, 2.034], [-0.461, 1.161, -1.715], [-2.360, 1.766, 1.166]], "relative_energy_kcal_mol": 39.4, "lumo_ev": 0.45, "smiles": "O[C@]1(Cl)N=CC=CN1", "largest_force_ev_per_a": 3.689, "multiplicity": 1, "mol_weight_da": 132.55}

---

(3)
{"formula": "C4H5ClN2S", "method": "wB97M-V/def2-TZVPD", "species": ["C", "C", "C", "C", "N", "N", "S", "Cl", "H", "H", "H", "H", "H"], "positions_angstrom": [[1.272, -0.060, 0.595], [0.911, -1.206, -1.252], [2.262, 0.506, -0.143], [-1.576, 0.854, 0.113], [0.443, -0.990, -0.077], [-2.278, 0.321, 1.115], [2.289, -0.246, -1.722], [-2.559, 0.905, -1.366], [0.973, 0.271, 1.557], [0.323, -1.856, -1.972], [2.944, 1.163, 0.139], [-1.678, 0.116, 1.958], [-3.326, 0.222, 1.055]], "relative_energy_kcal_mol": 58.7, "lumo_ev": 0.86, "largest_force_ev_per_a": 5.253, "multiplicity": 1, "mol_weight_da": 148.62}

---

(4)
{"formula": "C4H5ClO", "method": "wB97M-V/def2-TZVPD", "species": ["C", "C", "C", "C", "O", "Cl", "H", "H", "H", "H", "H"], "positions_angstrom": [[0.447, 1.405, -0.191], [-0.159, 0.876, 0.823], [-1.201, -1.646, 0.621], [-1.255, -0.189, 0.524], [-1.932, -0.836, 1.508], [-2.363, 0.407, -0.735], [1.274, 2.136, -0.061], [0.124, 1.168, -1.193], [-0.006, 1.261, 1.873], [-1.680, -2.005, -0.261], [-0.344, -2.303, 0.905]], "relative_energy_kcal_mol": 39.8, "lumo_ev": [0.98, -2.72], "largest_force_ev_per_a": 13.659, "multiplicity": 3, "mol_weight_da": 104.54}

---

(5)
{"formula": "C4H5ClOS", "method": "wB97M-V/def2-TZVPD", "species": ["C", "C", "C", "C", "O", "S", "Cl", "H", "H", "H", "H", "H"], "positions_angstrom": [[-0.011, -2.593, -1.635], [-0.370, -1.870, -0.609], [0.508, 0.272, -0.235], [-0.119, 2.504, 1.390], [1.552, 0.674, -0.620], [-0.698, 0.813, 0.796], [-1.205, -2.180, 0.831], [-0.344, -3.657, -1.753], [0.531, -2.026, -2.487], [-0.209, 3.103, 0.479], [0.903, 2.308, 1.472], [-0.539, 2.650, 2.372]], "relative_energy_kcal_mol": 78.4, "lumo_ev": 0.28, "largest_force_ev_per_a": 3.875, "multiplicity": 1, "mol_weight_da": 136.60}

---

(6)
{"formula": "C4H5ClS", "method": "wB97M-V/def2-TZVPD", "species": ["C", "C", "C", "C", "H", "H", "H", "H", "H", "S", "Cl"], "positions_angstrom": [[1.391, 1.100, -0.035], [0.009, 0.545, 0.035], [-0.350, -0.738, -0.030], [-1.715, -1.270, 0.089], [1.583, 1.769, -0.899], [1.679, 1.642, 0.920], [2.221, 0.394, -0.164], [-0.857, 1.202, 0.093], [-1.750, -2.349, 0.090], [-3.046, -0.337, -0.060], [0.835, -1.959, -0.040]], "relative_energy_kcal_mol": 20.7, "lumo_ev": -1.01, "smiles": "C/C=C(\\Cl)C=S", "largest_force_ev_per_a": 1.844, "multiplicity": 1, "mol_weight_da": 120.60}

---

(7)
{"formula": "C4H5ClS", "method": "wB97M-V/def2-TZVPD", "species": ["C", "C", "C", "C", "S", "Cl", "H", "H", "H", "H", "H"], "positions_angstrom": [[1.022, -0.135, -1.395], [2.107, -0.645, -1.892], [0.852, 0.368, -0.011], [-0.307, -0.264, 0.702], [2.460, -0.159, 0.832], [3.017, -1.381, -2.931], [0.107, -0.155, -2.143], [0.903, 1.532, 0.176], [-1.239, -0.155, 0.435], [-0.257, -0.076, 1.738], [-0.217, -1.433, 0.578]], "relative_energy_kcal_mol": 112.1, "lumo_ev": [-1.70, -1.70], "largest_force_ev_per_a": 5.946, "multiplicity": 1, "mol_weight_da": 120.60}

---

(8)
{"formula": "C4H5ClS", "method": "wB97M-V/def2-TZVPD", "species": ["C", "C", "C", "C", "S", "Cl", "H", "H", "H", "H", "H"], "positions_angstrom": [[0.667, 0.376, 0.000], [2.046, -0.064, 0.102], [-0.335, -0.413, -0.023], [-1.738, 0.074, 0.008], [2.368, -1.697, 0.215], [3.123, 1.263, -0.180], [0.422, 1.407, -0.190], [-0.293, -1.483, 0.004], [-2.246, -0.090, 0.932], [-2.171, -0.504, -0.734], [-1.844, 1.131, -0.135]], "relative_energy_kcal_mol": 26.7, "lumo_ev": [-0.92, -0.92], "smiles": "C/C=C/C(=S)Cl", "largest_force_ev_per_a": 4.074, "multiplicity": 1, "mol_weight_da": 120.60}

---

(9)
{"formula": "C4H5ClSSi", "method": "wB97M-V/def2-TZVPD", "species": ["C", "C", "C", "C", "Si", "S", "Cl", "H", "H", "H", "H", "H"], "positions_angstrom": [[-1.200, 0.313, -0.410], [0.178, 0.347, 0.084], [-2.002, -0.802, -0.609], [1.300, -0.054, 0.377], [3.240, 0.448, 0.038], [-1.815, -2.508, -0.964], [3.148, 2.071, -1.306], [-1.671, 1.231, -0.646], [-0.672, -2.307, -0.566], [-3.052, -0.639, -0.783], [3.819, -0.572, -0.640], [3.836, 0.976, 1.325]], "relative_energy_kcal_mol": 66.4, "lumo_ev": 0.20, "smiles": "S/C=C\\C#C[SiH2]Cl", "largest_force_ev_per_a": 5.078, "multiplicity": 1, "mol_weight_da": 148.69}

---

(10)
{"formula": "C4H5CsO2", "method": "wB97M-V/def2-TZVPD", "species": ["O", "C", "Cs", "H", "O", "C", "C", "C", "H", "H", "H", "H"], "positions_angstrom": [[-0.047, -2.529, -0.685], [0.503, -1.471, -1.048], [-1.450, -6.929, -2.516], [1.513, -1.484, -1.514], [-0.862, 2.222, 1.685], [0.249, 1.698, 1.000], [-0.257, 0.974, -0.224], [0.136, -0.211, -0.586], [-0.558, 2.704, 2.460], [0.833, 1.013, 1.632], [0.920, 2.503, 0.652], [-0.978, 1.510, -0.856]], "relative_energy_kcal_mol": 6.1, "lumo_ev": [-3.88, -3.88], "largest_force_ev_per_a": 1.622, "total_charge": 1, "multiplicity": 2, "mol_weight_da": 217.99}

---

(11)
{"formula": "C4H5DyO6", "method": "wB97M-V/def2-TZVPD", "species": ["O", "C", "O", "O", "Dy", "C", "C", "H", "H", "H", "O", "C", "O", "O", "H", "H"], "positions_angstrom": [[0.626, 0.295, -2.126], [0.265, 1.285, -1.428], [0.533, 2.457, -1.823], [-0.426, 1.171, -0.312], [1.566, 1.881, -4.004], [-1.630, -0.716, -0.560], [-0.763, -0.067, 0.472], [-2.508, -0.104, -0.796], [-1.067, -1.266, -1.319], [-1.262, 0.339, 1.355], [0.403, -0.806, 0.750], [1.018, -0.570, 1.912], [0.701, 0.258, 2.727], [2.042, -1.400, 2.004], [2.467, -1.300, 2.866], [-1.966, -1.457, 0.281]], "relative_energy_kcal_mol": 0.0, "lumo_ev": [-13.02, -9.14], "largest_force_ev_per_a": 4.241, "total_charge": 2, "multiplicity": 6, "mol_weight_da": 311.58}

---

(12)
{"formula": "C4H5F", "method": "wB97M-V/def2-TZVPD", "species": ["C", "C", "C", "C", "H", "H", "H", "H", "H", "F"], "positions_angstrom": [[1.792, -0.275, 0.076], [0.644, 0.549, 0.086], [-0.576, -0.195, 0.058], [-2.079, 0.113, -0.073], [1.732, -1.278, 0.504], [0.882, 1.671, 0.338], [-0.214, -1.195, -0.078], [-2.424, 1.270, -0.186], [-2.692, -0.821, -0.519], [2.935, 0.161, -0.205]], "relative_energy_kcal_mol": 64.8, "lumo_ev": 0.22, "smiles": "C=C/C=C/F", "largest_force_ev_per_a": 6.374, "multiplicity": 1, "mol_weight_da": 72.08}

---

(13)
{"formula": "C4H5F", "method": "wB97M-V/def2-TZVPD", "species": ["C", "C", "C", "C", "F", "H", "H", "H", "H", "H"], "positions_angstrom": [[0.223, -1.058, 0.187], [0.204, 1.067, 0.187], [-0.605, 0.003, -0.567], [1.577, -0.001, 0.613], [2.488, 0.006, -0.361], [-0.210, -1.296, 1.152], [0.455, -1.968, -0.364], [0.419, 1.997, -0.340], [-0.200, 1.273, 1.171], [-0.712, -0.007, -1.636]], "relative_energy_kcal_mol": 20.4, "lumo_ev": [1.29, -1.39], "largest_force_ev_per_a": 7.568, "multiplicity": 3, "mol_weight_da": 72.08}

---

(14)
{"formula": "C4H5F2NS", "method": "wB97M-V/def2-TZVPD", "species": ["C", "C", "C", "C", "N", "F", "F", "S", "H", "H", "H", "H", "H"], "positions_angstrom": [[0.704, -1.845, -0.108], [1.790, -2.323, -0.708], [1.811, 0.223, -0.529], [-0.701, 0.230, -0.048], [0.596, -0.297, -0.326], [2.000, -3.632, -0.906], [2.432, 0.648, 0.820], [2.903, -1.104, -1.201], [-0.042, -2.305, 0.493], [2.030, 1.087, -1.174], [-0.915, 0.770, -1.014], [-1.288, -0.706, 0.076], [-0.597, 1.024, 0.639]], "relative_energy_kcal_mol": 42.4, "lumo_ev": 0.74, "smiles": "CN1C=C(F)S[C@@H]1F", "largest_force_ev_per_a": 5.799, "multiplicity": 1, "mol_weight_da": 137.15}

---

(15)
{"formula": "C4H5F3N3NaO11", "method": "wB97M-V/def2-TZVPD", "species": ["Na", "N", "O", "O", "O", "N", "O", "O", "O", "N", "O", "O", "O", "C", "C", "O", "C", "O", "C", "F", "F", "F", "H", "H", "H", "H", "H"], "positions_angstrom": [[-11.867, -2.083, -1.743], [-10.403, -4.928, -2.310], [-11.442, -4.331, -2.199], [-9.406, -4.511, -1.834], [-10.305, -5.907, -2.988], [-9.422, -2.162, 0.491], [-10.146, -2.788, 1.293], [-9.906, -1.351, -0.281], [-8.220, -2.476, 0.375], [-9.651, -2.309, -4.365], [-10.919, -2.023, -4.285], [-8.851, -2.153, -3.467], [-9.126, -2.600, -5.428], [-13.100, 2.223, -3.177], [-12.860, 0.894, -4.006], [-14.051, 0.264, -4.205], [-14.677, -0.285, -3.135], [-14.116, -0.598, -2.024], [-16.052, -0.758, -3.523], [-16.622, -0.077, -4.613], [-16.005, -2.097, -3.908], [-16.892, -0.552, -2.537], [-12.196, 2.830, -3.230], [-13.405, 2.166, -2.133], [-13.907, 2.868, -3.525], [-12.084, 0.245, -3.601], [-12.416, 1.211, -4.950]], "relative_energy_kcal_mol": 62.7, "lumo_ev": 3.63, "largest_force_ev_per_a": 5.773, "total_charge": -2, "multiplicity": 1, "mol_weight_da": 351.08}

---

(16)
{"formula": "C4H5F5S", "method": "wB97M-V/def2-TZVPD", "species": ["C", "C", "C", "C", "F", "F", "F", "F", "F", "S", "H", "H", "H", "H", "H"], "positions_angstrom": [[-0.856, 0.228, -0.143], [0.006, -0.468, -0.869], [3.225, 0.570, -0.519], [3.832, -0.317, 0.590], [3.448, 1.955, -0.256], [3.804, 0.396, -1.648], [5.089, -0.056, 0.923], [3.890, -1.572, 0.042], [2.985, -0.219, 1.657], [0.433, -2.155, -0.734], [2.206, 0.384, -0.013], [-1.570, -0.316, 0.577], [-1.209, 1.170, -0.484], [0.185, -0.175, -1.994], [-0.307, -2.474, 0.233]], "relative_energy_kcal_mol": 36.4, "lumo_ev": 0.66, "smiles": "FC(F)C(F)(F)F.C=CS", "largest_force_ev_per_a": 5.947, "multiplicity": 1, "mol_weight_da": 180.14}

---

(17)
{"formula": "C4H5FI2", "method": "wB97M-V/def2-TZVPD", "species": ["C", "C", "C", "C", "F", "I", "I", "H", "H", "H", "H", "H"], "positions_angstrom": [[-1.651, 0.404, -0.355], [-2.881, -2.270, 1.421], [0.872, 0.611, -0.319], [-0.426, -0.087, -0.498], [-1.642, -2.830, 1.201], [-2.084, 2.388, 0.230], [-3.286, -0.982, -0.258], [0.749, 1.661, -0.063], [1.476, 0.530, -1.220], [1.416, 0.114, 0.485], [-0.343, -1.140, -0.746], [-2.753, -1.574, 2.264]], "relative_energy_kcal_mol": 70.4, "lumo_ev": [-0.24, -0.24], "largest_force_ev_per_a": 0.771, "multiplicity": 1, "mol_weight_da": 325.89}

---

(18)
{"formula": "C4H5FI2", "method": "wB97M-V/def2-TZVPD", "species": ["C", "C", "C", "C", "F", "I", "I", "H", "H", "H", "H", "H"], "positions_angstrom": [[0.804, -0.510, 0.244], [1.969, 0.108, 0.004], [-1.519, 0.146, -0.500], [-0.429, 0.143, 0.575], [3.018, -0.577, -0.427], [0.687, -2.588, -0.110], [2.376, 2.204, -0.101], [-2.081, -0.821, -0.535], [-1.249, 0.442, -1.548], [-2.389, 0.808, -0.165], [-0.087, 1.026, 1.198], [-1.099, -0.382, 1.367]], "relative_energy_kcal_mol": 0.0, "lumo_ev": -0.26, "smiles": "CC/C(I)=C(/F)I", "largest_force_ev_per_a": 4.010, "multiplicity": 1, "mol_weight_da": 325.89}

---

(19)
{"formula": "C4H5FN2", "method": "wB97M-V/def2-TZVPD", "species": ["C", "C", "C", "C", "H", "H", "H", "H", "H", "N", "N", "F"], "positions_angstrom": [[1.294, -0.173, 0.258], [0.009, -0.905, 0.635], [-0.881, 1.151, 0.084], [0.150, 0.556, 0.993], [2.090, -0.357, 0.908], [0.097, -1.834, 1.151], [-1.652, -1.686, -0.379], [-1.112, 2.209, 0.026], [0.501, 0.983, 1.925], [-1.018, -0.969, -0.373], [-1.578, 0.262, -0.551], [1.646, 0.207, -0.999]], "relative_energy_kcal_mol": 62.5, "lumo_ev": 0.91, "smiles": "F[C@H]1[C@H]2C=NN[C@@H]12", "largest_force_ev_per_a": 3.258, "multiplicity": 1, "mol_weight_da": 100.10}

---

(20)
{"formula": "C4H5FN2", "method": "wB97M-V/def2-TZVPD", "species": ["C", "C", "C", "C", "N", "N", "F", "H", "H", "H", "H", "H"], "positions_angstrom": [[-0.324, -0.772, 0.541], [-1.845, 0.463, -0.742], [0.571, 0.044, 0.143], [1.953, 0.439, 0.125], [-0.888, 1.177, -1.173], [-1.631, -0.602, 0.164], [2.682, -0.209, -0.907], [0.082, -1.459, 1.355], [-2.839, 0.502, -1.176], [2.452, -0.051, 1.010], [2.126, 1.530, 0.052], [-2.338, -1.062, 0.607]], "relative_energy_kcal_mol": 95.2, "lumo_ev": 0.27, "largest_force_ev_per_a": 5.537, "multiplicity": 1, "mol_weight_da": 100.10}